{
  "formula": "C5H9N",
  "method": "ωB97M-V/def2-TZVPD",
  "gap_ev": 9.137,
  "energy_ev": -6817.537,
  "smiles": "C=NC(=C)CC",
  "fmax_ev_per_a": 4.889,
  "e_lumo_ev": 0.883,
  "e_above_lowest_kcal_mol": 79.7,
  "species": ["N", "C", "C", "C", "C", "C", "H", "H", "H", "H", "H", "H", "H", "H", "H"],
  "positions_angstrom": [[-0.442, 1.054, -0.255], [-1.331, 1.806, 0.246], [1.189, 0.271, 1.377], [0.004, -1.364, -0.049], [0.284, -1.466, -1.521], [0.254, 0.039, 0.420], [1.390, -1.111, -1.764], [-1.917, 1.175, 0.956], [1.008, 1.301, 1.894], [-0.182, -0.784, -2.386], [0.183, -2.616, -1.820], [2.093, -0.242, 1.572], [-1.125, -1.556, 0.021], [0.617, -2.081, 0.519], [-1.371, 2.826, -0.043]],
  "atomic_forces_ev_per_a": [[1.756, 1.507, 0.186], [0.481, -3.593, 0.903], [-2.672, 3.920, 0.147], [-1.521, 0.923, -1.105], [2.429, -0.986, -4.127], [0.199, -1.668, 0.679], [-1.756, -1.212, 0.816], [-0.277, 1.945, 0.595], [1.150, -1.647, -1.090], [-0.091, -1.505, 2.535], [0.267, 2.552, 0.190], [0.155, -1.102, 0.445], [1.473, -0.016, 0.622], [-0.518, 0.237, -0.217], [-1.075, 0.644, -0.580]]
}

{
  "formula": "C5H12O",
  "method": "ωB97M-V/def2-TZVPD",
  "gap_ev": 10.911,
  "energy_ev": -7426.706,
  "smiles": "COCC(C)C",
  "fmax_ev_per_a": 0.324,
  "e_lumo_ev": 1.118,
  "e_above_lowest_kcal_mol": 14.0,
  "species": ["O", "C", "C", "C", "C", "C", "H", "H", "H", "H", "H", "H", "H", "H", "H", "H", "H", "H"],
  "positions_angstrom": [[1.412, 0.646, 0.278], [-1.355, 0.936, 0.858], [-1.818, -0.870, -0.843], [2.749, 0.219, 0.329], [-0.850, 0.227, -0.399], [0.541, -0.361, -0.184], [-0.666, 1.726, 1.167], [-1.939, -1.624, -0.055], [2.831, -0.801, 0.737], [-1.454, 0.226, 1.689], [3.220, 0.232, -0.667], [-2.342, 1.383, 0.686], [-1.468, -1.379, -1.749], [0.492, -1.184, 0.554], [3.296, 0.902, 0.984], [-2.809, -0.452, -1.053], [0.921, -0.795, -1.126], [-0.762, 0.968, -1.206]],
  "atomic_forces_ev_per_a": [[-0.016, 0.026, 0.008], [-0.010, 0.018, 0.052], [-0.030, -0.047, -0.018], [0.304, -0.097, 0.056], [0.015, 0.019, -0.030], [-0.178, -0.181, -0.097], [-0.107, -0.115, -0.035], [0.040, 0.111, -0.110], [-0.012, 0.176, -0.027], [0.036, 0.073, -0.114], [-0.131, -0.038, 0.132], [0.152, -0.074, -0.007], [-0.043, 0.071, 0.127], [0.012, 0.146, -0.082], [-0.075, -0.074, -0.117], [0.156, -0.051, 0.024], [-0.090, 0.107, 0.132], [-0.022, -0.072, 0.105]]
}

{
  "formula": "C6H6FNO2",
  "method": "ωB97M-V/def2-TZVPD",
  "gap_ev": [8.044, 8.047],
  "energy_ev": -14617.605,
  "smiles": "[O-][N+]1=C(F)C=CC=C[C@@H]1O",
  "fmax_ev_per_a": 5.441,
  "e_lumo_ev": [-0.453, -0.454],
  "e_above_lowest_kcal_mol": 42.2,
  "species": ["F", "O", "O", "N", "C", "C", "C", "C", "C", "C", "H", "H", "H", "H", "H", "H"],
  "positions_angstrom": [[0.180, 1.044, -3.266], [0.337, -1.585, -2.849], [1.560, -0.807, 0.033], [0.308, -0.749, -1.906], [0.151, 0.555, -1.992], [-0.884, 0.312, 0.900], [-0.279, 1.475, 0.257], [-0.713, -0.932, 0.390], [0.131, 1.589, -1.024], [0.442, -1.315, -0.520], [1.479, -0.919, 0.967], [-1.538, 0.523, 1.631], [0.468, 2.524, -1.408], [0.620, -2.437, -0.736], [-0.229, 2.249, 0.923], [-1.544, -1.645, 0.621]],
  "atomic_forces_ev_per_a": [[-0.067, -0.643, 0.763], [-0.060, 0.526, -0.122], [2.411, 0.801, -0.376], [-0.337, 0.141, 0.934], [0.326, 0.080, -2.021], [3.008, -0.864, -4.452], [-0.016, -2.052, -0.265], [-2.035, -0.706, 0.150], [-0.319, -0.840, 1.143], [-1.133, -1.817, -0.346], [0.120, 0.078, 1.018], [-2.427, 0.413, 2.495], [0.123, 0.572, -0.159], [-1.062, 1.640, 0.271], [0.219, 2.532, 1.038], [1.249, 0.138, -0.073]]
}

{
  "formula": "C16H14ClF3N2O",
  "method": "ωB97M-V/def2-TZVPD",
  "gap_ev": 7.728,
  "energy_ev": -42521.423,
  "smiles": "CCc1c(C)c2c3c(Cl)cc(=O)[nH]c3ccc2n1CC(F)(F)F",
  "fmax_ev_per_a": 5.792,
  "e_lumo_ev": -0.245,
  "e_above_lowest_kcal_mol": 44.0,
  "species": ["Cl", "F", "F", "F", "O", "N", "N", "C", "C", "C", "C", "C", "C", "C", "C", "C", "C", "C", "C", "C", "C", "C", "C", "H", "H", "H", "H", "H", "H", "H", "H", "H", "H", "H", "H", "H", "H"],
  "positions_angstrom": [[0.729, 1.065, -4.061], [-0.113, -1.526, 2.873], [1.110, -0.678, 4.371], [-1.067, -0.367, 4.538], [-3.593, -1.159, -4.928], [-3.303, -0.460, -2.820], [0.116, 0.644, 1.371], [3.024, -0.726, 2.184], [-1.106, 0.255, -1.956], [-3.019, -0.040, -0.450], [-0.046, 0.853, 2.794], [1.181, 0.436, -0.499], [-1.559, -0.144, -4.392], [-0.880, 0.525, 0.505], [2.298, -0.162, -1.284], [1.385, 0.652, 0.809], [-2.858, -0.656, -4.071], [0.019, -0.458, 3.682], [2.757, 0.669, 1.505], [-2.483, -0.063, -1.748], [-2.229, 0.315, 0.642], [-0.727, 0.369, -3.378], [-0.284, 0.387, -0.787], [1.788, -0.800, -1.981], [-1.035, 1.288, 2.893], [2.202, -1.414, 2.156], [3.490, 0.946, 0.748], [2.864, 0.658, -1.787], [-2.679, 0.460, 1.567], [-1.308, -0.028, -5.499], [3.247, -0.529, 3.281], [-4.032, -0.340, -0.241], [3.793, -1.166, 1.729], [2.850, 1.438, 2.252], [3.020, -0.845, -0.736], [-4.163, -0.996, -2.622], [0.613, 1.597, 3.339]],
  "atomic_forces_ev_per_a": [[-0.071, 0.030, 1.072], [-0.594, -0.096, 0.415], [0.361, 0.492, 0.876], [1.221, -0.664, -0.431], [0.311, 0.002, 0.521], [-0.119, -0.323, 2.024], [2.777, 1.532, 4.847], [-1.866, 3.034, 2.739], [-0.017, -0.065, -0.177], [0.938, 0.247, 0.567], [-0.060, 0.219, 1.182], [-0.383, -0.816, -1.153], [2.152, 1.798, 0.749], [0.076, -0.853, -3.505], [0.845, 0.532, -0.736], [-0.576, 0.078, -0.073], [-0.867, -0.431, -2.292], [-2.016, 0.875, -1.635], [-1.738, -1.089, -0.053], [0.371, -0.314, -0.039], [-0.656, -0.055, -1.242], [-1.450, -1.618, -2.257], [1.237, 0.519, 0.265], [0.306, -0.257, -0.951], [-0.229, -0.281, 0.487], [-0.595, -0.073, -0.188], [-0.033, -0.354, -0.030], [-0.163, -0.988, -0.061], [-0.898, -0.127, 1.629], [-0.297, -0.319, 1.907], [0.009, -0.520, -1.397], [-0.287, 0.153, -0.258], [3.291, -1.835, -1.577], [-0.343, 0.441, 0.332], [-0.987, 1.062, -0.227], [0.578, 0.778, -0.004], [-0.225, -0.712, -1.327]]
}

{
  "formula": "C30H31Br2IrN3O4P",
  "method": "ωB97M-V/def2-TZVPD",
  "charge": 1,
  "gap_ev": [6.350, 4.604],
  "spin_multiplicity": 6,
  "energy_ev": -196477.212,
  "fmax_ev_per_a": 1.449,
  "e_lumo_ev": [-3.552, -5.489],
  "e_above_lowest_kcal_mol": 11.8,
  "species": ["Ir", "Br", "Br", "P", "O", "O", "O", "O", "N", "N", "N", "C", "C", "C", "C", "C", "C", "C", "C", "C", "C", "C", "C", "C", "C", "C", "C", "C", "C", "C", "C", "C", "C", "C", "C", "C", "C", "C", "C", "C", "C", "H", "H", "H", "H", "H", "H", "H", "H", "H", "H", "H", "H", "H", "H", "H", "H", "H", "H", "H", "H", "H", "H", "H", "H", "H", "H", "H", "H", "H", "H", "H"],
  "positions_angstrom": [[0.590, 0.249, -0.199], [-2.622, 3.317, -5.957], [-4.570, 1.449, -1.020], [-0.116, -2.138, 0.014], [-1.687, 0.623, -0.726], [2.713, -0.264, 0.382], [5.025, -1.927, 0.138], [-0.017, 2.428, 0.319], [0.774, 0.755, 2.075], [-0.132, 1.619, 2.457], [0.480, 1.150, -2.266], [4.141, -2.334, 3.616], [1.522, 1.311, -3.065], [-0.759, -2.984, -1.498], [-3.296, 4.926, 0.974], [-0.742, 1.523, -2.687], [1.398, 1.830, -4.355], [-4.020, 4.781, 2.151], [-2.463, 3.118, 2.922], [4.335, -1.719, 1.282], [-2.280, 2.512, -4.291], [-2.394, -1.367, 1.556], [-0.951, 2.111, -3.948], [3.088, -1.473, 3.797], [2.566, -0.739, 2.722], [-1.855, 1.256, -1.782], [0.165, 2.243, -4.793], [3.175, -0.850, 1.402], [-0.571, 2.404, 1.451], [-1.544, -2.077, -2.445], [1.469, 0.123, 2.977], [-3.601, 3.881, 3.122], [0.882, -4.737, 0.635], [-1.371, -2.479, 1.322], [-3.145, 1.721, -2.203], [-1.741, 3.251, 1.738], [5.015, -1.030, -0.972], [4.754, -2.457, 2.362], [-2.162, 4.160, 0.768], [-3.343, 2.328, -3.427], [1.247, -3.257, 0.536], [5.848, -1.342, -1.596], [2.489, 1.041, -2.661], [0.042, 2.679, -5.775], [-0.798, -2.644, 2.238], [4.514, -2.909, 4.452], [-2.404, -1.634, -1.942], [2.638, -1.365, 4.776], [2.079, -3.115, -0.160], [0.559, -5.139, -0.326], [1.213, 0.295, 4.023], [-1.580, 4.253, -0.140], [5.592, -3.125, 2.218], [-2.127, 2.419, 3.675], [2.275, 1.910, -4.981], [-4.911, 5.374, 2.315], [4.087, -1.101, -1.537], [-3.616, 5.640, 0.227], [1.583, -2.888, 1.508], [-0.909, -1.275, -2.824], [-4.334, 2.650, -3.716], [-1.394, -3.807, -1.167], [-3.044, -1.631, 2.391], [-1.911, -2.647, -3.299], [-3.022, -1.206, 0.680], [1.757, -5.303, 0.954], [0.091, -4.911, 1.364], [-1.899, -0.424, 1.789], [-4.163, 3.782, 4.041], [0.101, -3.411, -2.019], [-1.880, -3.409, 1.066], [5.162, 0.001, -0.655]],
  "atomic_forces_ev_per_a": [[0.339, -0.169, 0.402], [0.065, -0.139, 0.278], [0.222, 0.074, -0.246], [0.111, -0.103, 0.253], [-0.240, 0.254, -0.342], [0.221, -0.043, -0.318], [-0.209, -0.087, -0.131], [-0.142, -0.149, 0.026], [-0.168, -0.305, -1.407], [-0.255, 0.248, 0.888], [-0.068, -0.266, 0.118], [-0.348, 0.202, 0.272], [0.026, 0.107, -0.078], [-0.073, 0.375, 0.018], [-0.030, 0.013, 0.026], [0.253, 0.177, -0.388], [0.032, 0.018, 0.063], [0.000, -0.009, 0.009], [0.051, -0.026, 0.006], [0.225, -0.039, 0.230], [-0.222, 0.193, -0.308], [0.043, -0.038, -0.060], [0.278, -0.155, 0.212], [0.277, -0.330, 0.306], [-0.298, 0.324, -0.385], [-0.016, -0.196, 0.307], [-0.060, 0.060, 0.000], [0.020, -0.092, 0.001], [0.304, -0.225, -0.113], [-0.001, -0.076, 0.036], [0.361, -0.222, 0.655], [-0.051, 0.044, 0.012], [0.042, 0.053, -0.010], [-0.076, 0.349, -0.080], [-0.482, -0.050, 0.314], [-0.160, 0.159, -0.100], [-0.057, 0.106, 0.068], [0.050, 0.189, -0.420], [0.071, -0.064, -0.024], [-0.012, 0.021, -0.025], [-0.084, 0.052, -0.097], [0.006, -0.011, 0.042], [-0.027, -0.091, -0.005], [0.012, -0.030, -0.014], [0.015, -0.061, -0.002], [0.015, -0.017, -0.019], [-0.005, 0.036, -0.024], [-0.023, 0.016, -0.026], [0.000, 0.038, 0.011], [0.003, -0.024, 0.016], [-0.076, 0.032, -0.070], [-0.026, 0.031, -0.002], [0.005, 0.011, 0.004], [0.014, 0.003, -0.009], [-0.015, 0.048, -0.008], [0.014, 0.012, -0.002], [-0.021, -0.032, 0.014], [0.009, -0.012, -0.016], [0.025, -0.010, -0.012], [-0.025, 0.025, 0.004], [0.001, 0.008, 0.011], [0.091, -0.094, 0.010], [0.011, 0.003, 0.001], [0.010, -0.003, 0.005], [0.003, 0.034, -0.010], [-0.030, -0.038, -0.003], [-0.009, -0.004, -0.005], [-0.047, 0.014, 0.014], [0.006, -0.022, -0.006], [0.026, -0.029, 0.032], [0.093, -0.084, 0.054], [0.007, 0.015, 0.046]]
}

{
  "formula": "C3H12N4",
  "method": "ωB97M-V/def2-TZVPD",
  "gap_ev": 9.255,
  "energy_ev": -9263.717,
  "smiles": "C/N=N/N.CNC",
  "fmax_ev_per_a": 2.956,
  "e_lumo_ev": 1.009,
  "e_above_lowest_kcal_mol": 59.7,
  "species": ["N", "N", "N", "N", "C", "C", "C", "H", "H", "H", "H", "H", "H", "H", "H", "H", "H", "H", "H"],
  "positions_angstrom": [[1.743, 0.199, -0.570], [1.605, 1.003, 0.379], [-1.291, -0.175, 0.293], [1.967, -1.019, -0.054], [-1.725, -0.464, -1.065], [1.405, 2.375, -0.090], [-1.608, -1.276, 1.186], [2.315, -0.990, 0.900], [-0.242, 0.094, 0.323], [-2.692, -1.413, 1.277], [-1.214, -1.063, 2.185], [1.473, 3.060, 0.760], [0.407, 2.478, -0.528], [-1.257, -1.373, -1.461], [2.394, -1.664, -0.710], [2.153, 2.671, -0.833], [-1.169, -2.222, 0.848], [-1.451, 0.366, -1.724], [-2.813, -0.588, -1.115]],
  "atomic_forces_ev_per_a": [[0.403, 0.620, 1.420], [0.364, 0.541, -1.056], [1.434, 0.699, 0.075], [0.138, -1.020, -0.616], [0.413, 0.297, 0.008], [-0.294, 0.244, -0.013], [0.453, 0.250, 0.226], [-0.047, -0.185, -0.156], [-2.799, -0.952, 0.038], [0.125, 0.109, -0.112], [-0.087, -0.034, -0.109], [-0.008, -0.244, -0.088], [0.079, 0.041, 0.025], [-0.032, -0.183, -0.148], [-0.125, 0.234, 0.279], [-0.087, -0.154, 0.057], [-0.018, -0.219, -0.015], [-0.060, -0.081, 0.044], [0.145, 0.035, 0.141]]
}